{
  "formula": "C45H61BrCsN5O3P",
  "method": "ωB97M-V/def2-TZVPD",
  "symbols": ["Cs", "Br", "P", "O", "O", "O", "N", "N", "N", "N", "N", "C", "C", "C", "C", "C", "C", "C", "C", "C", "C", "C", "C", "C", "C", "C", "C", "C", "C", "C", "C", "C", "C", "C", "C", "C", "C", "C", "C", "C", "C", "C", "C", "C", "C", "C", "C", "C", "C", "C", "C", "C", "C", "C", "C", "C", "H", "H", "H", "H", "H", "H", "H", "H", "H", "H", "H", "H", "H", "H", "H", "H", "H", "H", "H", "H", "H", "H", "H", "H", "H", "H", "H", "H", "H", "H", "H", "H", "H", "H", "H", "H", "H", "H", "H", "H", "H", "H", "H", "H", "H", "H", "H", "H", "H", "H", "H", "H", "H", "H", "H", "H", "H", "H", "H", "H", "H"],
  "xyz": [[0.19500, -0.60550, -0.12569], [1.50063, 4.95797, -2.89893], [-1.91769, 1.34352, 2.15655], [-0.03861, -2.11593, -2.42265], [2.92124, 3.10691, 0.65853], [2.31683, 1.21042, 1.60386], [5.17812, 0.64253, -1.46086], [-0.41509, 1.34522, -2.64404], [2.01102, 2.41867, 0.83894], [3.05552, 0.25012, -1.05340], [-0.20283, -4.10826, -3.45263], [-1.91204, -2.18137, 1.96333], [4.58297, 0.47294, -2.68357], [0.45526, 2.34872, -2.55468], [-3.19715, 0.06639, 2.64462], [-1.58013, 2.32205, 3.76501], [3.65527, 0.99492, 1.90574], [-0.91704, -2.85613, 5.13420], [-5.11708, -1.64578, 3.81254], [-0.70408, 1.45238, 4.66871], [4.02129, 1.13035, 3.23200], [-0.71630, 3.53193, 3.37431], [0.03313, -4.03167, 1.00580], [-2.75731, 2.79452, 4.61882], [3.27294, 0.22109, -2.40948], [-1.67147, 3.33238, 0.23640], [-3.54915, 1.77964, -0.06152], [5.86744, 0.31503, 1.34938], [4.22470, 0.49981, -0.50200], [1.03461, -5.02605, 0.45599], [0.50996, -6.45537, 0.62859], [-0.73254, -2.44806, 2.68095], [-1.16205, -3.80904, 0.33405], [-0.32717, -2.76382, -3.42115], [0.96087, -1.42702, 4.27201], [-3.96650, -2.14774, 3.23567], [-3.01236, -1.34350, 2.60237], [-2.78836, 2.58579, 0.98962], [-3.35734, -2.83934, -0.15239], [0.22104, -3.34047, 2.18785], [-3.75076, 3.62496, 1.56963], [6.24382, 0.43549, 2.67710], [-1.87889, 2.78650, -3.87067], [-0.48972, -1.85920, 4.05193], [-2.14141, -2.92034, 0.77247], [-0.86314, -2.11284, -4.66875], [-4.69255, -3.30923, 0.43333], [-1.55816, 1.56918, -3.29242], [2.42897, -4.89184, 1.05953], [0.21107, 3.59730, -3.10245], [5.31938, 0.84907, 3.62532], [-5.35925, -0.28460, 3.74891], [4.56935, 0.60353, 0.92796], [-4.40256, 0.53763, 3.18187], [-3.51132, -1.46076, -0.77768], [-0.97309, 3.83170, -3.77460], [-1.12861, -0.98701, 4.14175], [-4.63147, 3.17928, 2.03002], [2.42713, -5.16598, 2.11628], [1.04339, -0.86899, 5.20613], [-3.46697, 3.42364, 4.08612], [-2.88075, 1.10160, -0.59478], [-1.27917, 4.30762, 2.86136], [-4.58693, 1.60008, 3.17792], [-0.30936, 3.97725, 4.28567], [-2.12105, 3.91520, -0.57397], [0.14988, 1.04515, 4.12844], [-0.21401, -1.28165, -4.93866], [-3.12916, -3.53544, -0.96304], [-1.34277, -4.34982, -0.58957], [1.38036, 2.15677, -2.02214], [-1.11783, 4.02463, 0.86482], [-2.82205, 2.91768, -4.38302], [-4.57287, -4.22275, 1.01745], [-1.18044, 4.80080, -4.20739], [-3.71460, -0.72513, -0.00550], [-4.35553, -1.45260, -1.47177], [-4.37008, 1.20900, 0.37326], [-0.32564, 2.06790, 5.49012], [3.27091, 1.44422, 3.94630], [-3.97099, 2.46782, -0.80011], [3.12072, -5.56352, 0.55076], [-0.32283, -3.77045, 5.06775], [-5.38439, -3.52075, -0.38384], [-1.27397, 0.63954, 5.11712], [-5.14921, -2.54942, 1.06454], [6.13668, 0.90214, -1.30651], [-5.82418, -2.31678, 4.28273], [-2.35399, 3.38758, 5.44532], [1.62673, -2.28757, 4.35611], [-0.46871, -6.58360, 0.16478], [1.32284, -0.79198, 3.46016], [5.12613, 0.54821, -3.60836], [2.47231, 0.01895, -3.10318], [-4.10852, 4.24643, 0.74291], [5.60428, 0.94648, 4.66385], [7.25670, 0.19681, 2.97073], [-0.95593, 2.64170, -0.21015], [-3.29647, 1.95571, 5.05709], [-6.26722, 0.13957, 4.15720], [6.59344, -0.04555, 0.63136], [0.12368, 3.23140, 2.74369], [-3.80200, -3.21846, 3.24300], [-1.85008, -1.70477, -4.44890], [-0.39117, -4.64200, -4.28110], [1.12207, -3.50419, 2.76218], [-2.61703, -1.16081, -1.33465], [-0.77257, -2.42655, 6.12733], [-1.96843, -3.12595, 5.02994], [-2.25109, 0.73572, -3.33846], [2.81295, -3.87414, 0.96718], [1.19843, -7.17664, 0.18579], [1.12322, -4.82296, -0.61893], [0.18019, -4.57870, -2.64960], [0.40911, -6.68770, 1.69074], [-3.27980, 4.29127, 2.28855], [-0.94437, -2.80164, -5.50697]],
  "atomic_forces_ev_per_a": [[0.226, 0.262, 0.245], [-0.012, -0.007, -0.002], [-0.092, 0.006, 0.105], [-0.051, -0.278, -0.366], [-0.116, -0.088, -0.031], [-0.053, 0.054, -0.195], [0.034, 0.044, -0.088], [0.008, 0.098, -0.001], [0.151, 0.050, 0.117], [0.060, -0.060, 0.117], [0.027, 0.014, 0.004], [-0.011, -0.007, 0.087], [-0.077, -0.032, 0.029], [-0.048, -0.080, 0.005], [-0.018, 0.032, -0.027], [0.080, -0.026, -0.081], [-0.146, -0.008, 0.049], [-0.003, 0.011, -0.029], [-0.051, 0.079, 0.025], [-0.020, 0.006, 0.011], [0.023, -0.012, 0.071], [-0.032, -0.034, 0.003], [-0.016, 0.072, 0.017], [-0.043, 0.029, 0.009], [0.012, 0.009, -0.045], [-0.031, 0.021, -0.007], [0.011, 0.053, 0.004], [0.040, -0.024, 0.017], [0.138, 0.012, 0.026], [0.011, -0.026, -0.008], [0.013, 0.032, 0.006], [-0.003, 0.036, -0.007], [0.015, 0.064, 0.032], [-0.012, -0.084, 0.004], [-0.065, -0.014, 0.042], [0.021, -0.033, -0.030], [0.004, -0.060, -0.025], [0.046, -0.082, -0.013], [-0.018, 0.032, 0.013], [-0.037, 0.032, -0.043], [-0.001, 0.034, -0.060], [-0.037, 0.017, 0.016], [-0.008, 0.015, -0.001], [0.017, -0.016, 0.020], [-0.017, -0.016, -0.059], [-0.006, 0.024, -0.002], [0.055, 0.012, 0.020], [0.028, -0.043, 0.072], [-0.036, -0.009, -0.035], [0.083, 0.078, 0.043], [0.025, -0.006, -0.047], [-0.010, -0.071, 0.006], [-0.080, -0.017, -0.098], [0.086, 0.020, 0.018], [-0.062, -0.037, -0.019], [-0.045, -0.015, -0.025], [0.012, 0.023, -0.007], [0.009, 0.010, -0.005], [0.018, 0.007, 0.004], [0.011, 0.004, -0.006], [0.030, -0.048, 0.050], [-0.023, 0.005, 0.015], [-0.001, 0.011, -0.002], [0.003, -0.004, 0.025], [-0.001, -0.007, 0.004], [-0.006, -0.010, -0.003], [0.003, -0.005, -0.008], [0.000, 0.004, 0.019], [0.014, -0.005, -0.006], [-0.012, 0.007, -0.002], [0.000, 0.005, -0.004], [0.018, -0.004, -0.003], [0.001, -0.007, -0.002], [-0.023, 0.001, 0.004], [-0.004, -0.002, 0.001], [0.009, -0.028, 0.006], [0.009, 0.017, -0.009], [0.006, -0.001, -0.014], [-0.007, -0.001, -0.006], [-0.003, 0.003, -0.013], [0.002, 0.005, 0.000], [0.007, 0.001, 0.005], [-0.002, -0.001, 0.009], [-0.002, 0.001, -0.004], [0.000, -0.025, -0.001], [-0.009, -0.012, 0.006], [0.005, 0.008, 0.017], [-0.003, 0.008, 0.005], [-0.017, -0.006, 0.010], [0.012, 0.012, -0.001], [-0.002, -0.003, 0.005], [0.020, 0.007, -0.008], [0.015, 0.001, 0.011], [-0.009, 0.006, 0.020], [-0.007, 0.007, 0.008], [0.000, -0.002, -0.001], [0.003, 0.001, -0.001], [0.010, -0.053, 0.003], [-0.003, -0.008, 0.004], [-0.001, -0.001, -0.003], [0.001, 0.011, 0.001], [-0.002, 0.025, -0.009], [0.015, 0.006, -0.007], [-0.001, -0.008, 0.006], [-0.010, 0.010, -0.016], [-0.007, 0.005, 0.013], [-0.015, -0.022, 0.035], [0.002, -0.009, 0.002], [0.003, -0.008, 0.007], [-0.009, 0.011, -0.017], [0.008, 0.002, 0.015], [-0.001, -0.004, 0.005], [-0.013, 0.002, 0.000], [0.000, 0.008, 0.015], [-0.005, -0.017, -0.006], [0.003, -0.003, -0.042], [-0.007, 0.013, -0.011]],
  "lowdin_charge": [1.019, 0.781, 1.138, -0.193, 0.108, -0.142, 0.114, 0.027, 0.040, 0.036, 0.188, -0.138, -0.065, -0.224, -0.278, -0.672, -0.251, -0.029, -0.058, -0.111, 0.007, -0.099, -0.210, -0.084, -0.147, -0.108, -0.109, -0.019, -0.292, -0.377, -0.051, -0.177, -0.031, -0.575, -0.064, -0.063, -0.165, -0.672, -0.350, -0.007, -0.082, -0.060, -0.044, -0.371, -0.167, 0.013, -0.046, -0.151, -0.066, -0.672, -0.053, -0.057, -0.079, -0.103, -0.059, -0.097, 0.082, 0.072, 0.085, 0.085, 0.059, 0.046, 0.062, 0.075, 0.091, 0.090, 0.055, 0.090, 0.122, 0.115, 0.072, 0.064, 0.113, 0.088, 0.113, 0.044, 0.097, 0.077, 0.095, 0.126, 0.095, 0.084, 0.088, 0.085, 0.080, 0.069, 0.155, 0.113, 0.093, 0.080, 0.076, 0.068, 0.116, 0.100, 0.092, 0.113, 0.112, 0.041, 0.077, 0.111, 0.114, 0.063, 0.125, 0.086, 0.109, 0.107, 0.048, 0.087, 0.074, 0.103, 0.084, 0.082, 0.120, 0.094, 0.091, 0.063, 0.080],
  "e_tot_ha": -5186.193777,
  "relative_energy_ev": 0.844,
  "orbital_gap_ev": 8.2,
  "homo_energy_ev": -10.48,
  "charge": 1
}